This record from the Open Molecules 2025 dataset describes a structure of composition C9H16N2O3. The level of theory is ωB97M-V/def2-TZVPD.

Geometry as XYZ:
```
30
Properties=species:S:1:pos:R:3:forces:R:3
C 1.678 -0.432 -0.510 -0.5 -0.1 -1.5
C 1.506 1.707 0.538 0.2 -0.4 -0.8
C -2.291 1.464 -1.021 1.7 -1.1 2.6
C -2.638 0.903 0.398 0.5 -0.6 -2.7
C -0.879 0.793 -1.245 -3.3 -2.0 -1.8
C -2.027 -0.473 0.391 -1.4 -1.8 -1.0
C 2.763 -1.424 -0.182 -1.0 0.9 3.2
C 0.825 0.914 1.510 -3.6 -2.8 0.7
C 0.374 -0.621 0.304 3.1 2.1 3.5
N 0.187 -1.770 1.104 -0.1 -3.2 0.1
N -0.756 -0.317 -0.317 -2.4 -0.1 0.4
O 2.105 0.927 -0.418 0.5 -1.0 -0.5
O 1.295 -0.717 -1.876 -0.2 0.9 1.1
O 1.553 2.880 0.389 0.1 1.7 0.1
H -3.007 1.199 -1.738 -0.9 -0.6 -1.1
H -2.245 2.521 -0.951 0.2 1.1 -0.2
H -2.084 1.481 1.072 0.5 0.9 1.3
H -3.664 0.965 0.592 -1.5 -0.1 0.5
H -1.013 0.206 -2.196 1.2 1.7 0.1
H -0.096 1.453 -1.082 1.4 1.2 -0.8
H -2.075 -0.965 1.336 1.3 0.3 1.2
H -2.581 -1.329 -0.111 -0.2 1.5 -0.4
H 3.670 -1.402 -0.684 2.1 1.6 -0.6
H 2.844 -1.540 0.936 0.5 0.2 -1.2
H 2.484 -2.327 -0.573 -1.6 -2.7 -0.4
H 1.397 0.594 2.379 0.1 0.0 -0.2
H -0.249 1.246 1.830 2.4 -0.2 -0.5
H 0.010 -2.651 0.558 -0.3 1.5 0.1
H 0.848 -2.151 1.786 0.2 1.5 -0.3
H 2.064 -1.132 -2.220 0.8 -0.4 -1.1
```
Forces are in eV/Å.

Kohn-Sham gap (hartree): 0.3064
Total energy (hartree): -687.6611
Multiplicity: 1



This record from the Open Molecules 2025 dataset describes a structure of composition C9H16N2O3. The level of theory is ωB97M-V/def2-TZVPD.

Geometry as XYZ:
```
30
Properties=species:S:1:pos:R:3:forces:R:3
C -0.533 -0.929 -1.097 -1.6 1.1 2.1
C -1.729 -0.588 -0.627 -1.6 0.6 0.0
C -1.919 0.184 0.632 1.4 -0.7 -1.8
C -0.712 0.986 0.971 1.6 1.2 0.9
C 2.075 -0.160 1.009 -2.5 1.3 0.8
C 3.008 -1.124 0.463 -0.8 0.4 0.1
C 2.575 0.682 2.139 -5.2 -1.4 0.7
C -2.992 -2.226 -1.684 -0.2 0.2 -1.7
C -0.724 2.642 -0.897 1.5 1.2 0.2
N 0.661 -0.742 -0.551 1.5 -1.5 -2.3
N 0.817 -0.094 0.543 0.7 1.9 1.4
O -0.694 1.123 2.309 1.0 1.1 2.1
O -2.977 -0.914 -1.246 1.6 1.2 1.5
O -0.510 2.223 0.457 0.6 -0.2 -0.3
H -0.537 -1.462 -1.953 0.4 -1.7 -2.8
H -2.754 0.843 0.534 -0.6 0.6 0.2
H -2.022 -0.474 1.450 -0.6 -0.8 1.1
H 2.489 -2.016 0.203 0.1 -1.0 -0.1
H 3.814 -1.138 1.134 1.2 -1.0 1.0
H 3.412 -0.686 -0.393 0.6 0.4 -2.1
H 2.058 0.200 3.017 0.4 0.6 -0.2
H 2.116 1.653 2.059 0.8 0.8 0.2
H 3.552 0.505 2.347 3.0 0.5 0.1
H -2.882 -2.968 -0.917 0.7 -0.3 0.6
H -2.264 -2.311 -2.531 -0.7 -0.7 0.6
H -4.006 -2.320 -2.009 -0.6 -0.5 -0.9
H -0.552 3.766 -0.819 -0.5 -1.5 -0.3
H -1.706 2.407 -1.223 -0.9 -0.1 -0.3
H 0.013 2.233 -1.619 -0.3 0.0 0.6
H -0.218 1.939 2.689 -0.9 -1.7 -1.6
```
Forces are in eV/Å.

Kohn-Sham gap (alpha / beta) (hartree): 0.2375 / 0.2375
Total energy (hartree): -687.5582
Multiplicity: 1



This record from the Open Molecules 2025 dataset describes an isolated molecule of C9H16N2O4. The level of theory is ωB97M-V/def2-TZVPD.

Geometry as XYZ:
```
31
Properties=species:S:1:pos:R:3:forces:R:3
C -1.194 -0.021 0.099 -2.1 2.0 2.8
C -0.399 -1.193 -0.206 -1.2 -3.9 -2.9
C -2.449 -0.366 1.041 -0.7 -0.5 -0.3
C -3.733 -0.020 0.162 0.3 2.0 2.2
C -3.177 0.364 -1.226 0.6 -1.4 -0.4
C 1.916 -0.260 -0.650 0.2 0.6 -1.5
C 3.357 -0.869 -0.474 -6.2 -2.2 3.8
C 1.913 1.211 -0.064 4.6 -2.3 2.1
C 2.080 0.949 1.502 -1.5 5.1 -2.2
H -1.637 1.694 -0.785 -0.1 0.3 -0.1
H -0.663 0.590 0.783 1.0 1.1 0.0
H -2.539 -0.033 2.161 0.7 -0.1 -2.4
H -2.353 -1.429 1.042 -0.6 -1.0 0.6
H -4.430 -0.853 0.299 0.1 0.2 -0.8
H -4.261 0.888 0.650 0.8 -1.3 -0.8
H -3.161 -0.540 -1.866 -0.1 0.4 0.3
H -3.744 1.117 -1.815 0.6 -0.2 0.7
H 1.053 -2.154 -0.622 1.1 -2.1 -1.2
H 1.755 -0.074 -1.730 -0.1 -0.6 0.3
H 1.079 1.766 -0.250 -2.7 1.0 -0.4
H 3.519 1.479 -1.223 0.4 -0.4 -0.2
H 2.050 1.888 2.135 0.4 -1.2 -0.8
H 2.753 0.240 1.752 2.3 -1.9 0.9
H 1.134 0.583 1.420 -2.8 -1.6 2.0
H 2.270 -1.708 0.890 2.9 -0.9 -1.4
N -1.716 0.722 -1.038 -0.6 0.0 -0.4
N 0.982 -1.336 -0.108 -0.3 4.3 0.7
O -0.941 -2.204 -0.714 0.3 1.9 1.3
O 4.321 -0.553 -0.989 4.7 1.7 -2.9
O 2.962 1.981 -0.632 -0.4 0.2 0.0
O 3.254 -1.859 0.457 -1.4 0.8 1.1
```
Forces are in eV/Å.

Kohn-Sham gap (hartree): 0.3775
Total energy (hartree): -762.9099
Structure (SMILES): C[C@@H](O)[C@H](NC(=O)[C@@H]1CCCN1)C(=O)O
Multiplicity: 1



This record from the Open Molecules 2025 dataset describes a cluster of 2 separate species, C9H16N3 in total. The level of theory is ωB97M-V/def2-TZVPD.

Geometry as XYZ:
```
28
Properties=species:S:1:pos:R:3:forces:R:3
C 2.603 -0.860 0.613 0.2 0.0 -1.5
C 2.422 0.449 1.100 0.2 0.0 1.7
C 2.994 -0.829 -0.718 -0.5 -1.1 1.7
C 2.779 1.258 0.047 -0.2 0.3 -1.0
C -0.762 -1.528 0.013 1.6 -2.6 0.4
C -2.166 -1.870 0.464 -0.8 4.1 -1.4
C -2.659 0.483 -0.542 -2.0 -1.0 -1.2
C -1.334 0.746 -0.129 5.0 3.4 2.1
C -0.795 2.189 0.111 1.4 0.6 -1.2
N 3.096 0.461 -1.070 -0.7 1.8 0.3
N -0.402 -0.115 0.157 -2.3 -1.9 -0.8
N -3.097 -0.884 -0.282 0.1 -0.6 0.7
H 2.414 -1.737 1.134 0.0 -1.4 1.0
H 2.138 0.601 2.214 0.7 0.4 -2.3
H 3.265 -1.694 -1.296 -0.1 0.2 -0.5
H -0.090 -2.142 0.737 -0.7 1.1 -1.6
H -0.590 -1.865 -1.043 0.0 0.4 0.9
H -2.479 -2.804 0.117 -0.2 -1.6 -0.1
H -2.136 -1.749 1.533 -0.7 -0.1 0.6
H -3.317 1.312 -0.170 0.4 -0.8 -0.2
H -2.606 0.631 -1.678 -0.1 0.2 1.0
H -0.321 2.311 1.096 -1.0 -0.3 0.2
H -1.425 3.066 -0.136 -0.1 -0.9 0.3
H 0.188 2.386 -0.445 -1.5 -0.7 0.0
H 2.936 0.810 -2.023 0.8 -0.2 0.7
H 0.604 0.011 0.412 -0.6 0.9 -0.2
H 2.852 2.326 -0.076 -0.1 0.0 0.2
H -4.113 -0.966 -0.141 1.1 -0.1 0.1
```
Forces are in eV/Å.

Kohn-Sham gap (hartree): 0.3066
Total charge: +1
Total energy (hartree): -516.5037
Multiplicity: 1



This record from the Open Molecules 2025 dataset describes the ion C9H16N3 with charge +1. The level of theory is ωB97M-V/def2-TZVPD.

Geometry as XYZ:
```
28
Properties=species:S:1:pos:R:3:forces:R:3
C 0.026 -4.601 1.153 0.7 -4.3 -0.3
C -1.567 1.369 -0.754 0.5 0.5 2.6
C 0.289 0.013 -1.490 1.7 -1.4 0.4
C 0.862 -1.187 0.664 0.5 0.9 0.1
C -1.146 0.396 0.416 -0.5 -0.6 0.2
C -0.439 1.257 -1.695 -0.1 1.1 -2.7
C -0.023 -2.326 0.232 2.2 0.0 -1.0
C 0.027 2.102 -2.621 -0.4 -0.2 0.4
C 1.386 1.140 0.464 -1.9 2.2 0.8
N 0.123 -3.404 0.789 -0.3 3.7 -0.7
N 0.382 0.089 0.063 0.4 -0.4 -0.4
N -1.371 0.752 1.772 -0.1 -0.7 0.6
H -0.347 -4.665 2.104 -0.4 -1.0 2.7
H -2.532 1.008 -1.063 -0.3 0.1 -0.6
H -1.678 2.370 -0.306 -0.1 -0.2 -0.5
H -0.261 -0.963 -1.641 0.5 1.1 -0.3
H 1.332 0.027 -2.065 -2.1 -0.4 1.7
H 0.998 -1.091 1.768 -0.7 0.0 -0.5
H 1.941 -1.298 0.310 -1.4 -0.3 0.0
H -1.713 -0.525 0.264 0.6 -0.3 -0.3
H -0.405 3.061 -2.855 -0.2 0.1 0.1
H 0.561 -5.459 0.714 -0.9 0.5 -0.5
H 0.894 1.803 -3.201 -0.1 0.1 0.0
H 2.229 1.068 -0.214 0.2 0.0 0.3
H 0.957 2.242 0.435 0.7 -2.4 -0.3
H 1.589 0.951 1.528 0.5 0.1 -0.5
H -1.739 0.052 2.516 1.3 1.5 -2.2
H -0.612 1.348 2.057 -0.4 0.3 1.0
```
Forces are in eV/Å.

Kohn-Sham gap (alpha / beta) (hartree): 0.2427 / 0.2979
Total charge: +1
Total energy (hartree): -516.3065
Multiplicity: 3



This record from the Open Molecules 2025 dataset describes a cluster of 2 separate species, C9H16N3O in total. The level of theory is ωB97M-V/def2-TZVPD.

Geometry as XYZ:
```
29
Properties=species:S:1:pos:R:3:forces:R:3
C -3.148 -0.405 1.159 1.4 2.9 1.7
C -2.261 0.329 0.404 -0.8 -1.3 0.3
C -2.023 -0.363 -0.843 -1.8 -1.3 2.9
C -2.798 -1.507 -0.656 -0.3 -0.5 -2.6
C -0.599 1.324 -0.658 -0.7 -2.4 0.2
C -3.215 -2.624 -1.528 -0.9 -2.4 -0.3
C 2.564 1.851 1.188 -2.2 1.8 -0.5
C 2.852 0.480 -0.739 1.4 2.0 0.7
C 1.937 0.664 0.451 1.2 -0.1 0.5
N -1.350 1.341 0.483 2.0 3.0 -1.4
N -0.967 0.256 -1.484 0.0 1.7 1.0
N 2.508 -0.529 1.355 -2.9 1.9 1.5
O -3.487 -1.457 0.490 -0.1 -1.3 -1.0
H -3.433 -0.362 2.198 -0.2 0.3 -0.2
H 0.233 1.972 -0.816 0.0 0.3 -0.4
H -4.322 -2.658 -1.862 1.7 0.7 0.6
H -2.587 -2.637 -2.424 -0.2 -0.2 0.1
H -3.118 -3.658 -1.004 0.2 1.8 -0.7
H 3.607 1.646 1.406 0.5 0.4 0.3
H 1.970 2.217 2.060 0.8 -0.8 0.0
H 2.463 2.789 0.543 0.6 -1.2 0.4
H 2.517 -0.256 -1.430 0.1 -0.7 -0.7
H 2.998 1.507 -1.249 -0.1 -1.8 0.5
H 3.873 0.196 -0.249 -0.8 0.4 -1.6
H -1.231 2.193 1.116 -0.5 -2.1 -0.9
H -0.677 0.004 -2.434 0.3 0.7 0.8
H 2.252 -1.362 0.911 -0.6 -1.7 -0.7
H 1.910 -0.449 2.255 2.2 -0.4 -1.5
H 3.534 -0.503 1.354 0.1 0.2 1.0
```
Forces are in eV/Å.

Kohn-Sham gap (hartree): 0.2715
Total charge: +1
Total energy (hartree): -591.6383
Multiplicity: 1



This record from the Open Molecules 2025 dataset describes the ion C9H16N3O2 with charge +1. The level of theory is ωB97M-V/def2-TZVPD.

Geometry as XYZ:
```
30
Properties=species:S:1:pos:R:3:forces:R:3
C -0.096 2.525 -1.207 -1.1 1.2 2.2
C -1.458 0.921 0.009 0.1 0.4 -0.5
C 0.925 1.418 -0.977 -4.1 -2.0 -0.2
C -0.166 -1.000 1.828 -0.6 0.4 1.2
C -0.623 -1.876 0.634 0.3 2.6 0.3
C -0.032 0.252 -0.107 1.4 3.9 -1.2
C 0.866 1.191 2.073 0.5 -0.2 0.4
C 1.307 -1.604 -0.736 0.8 2.0 -0.5
C -0.821 -1.246 -1.837 -2.6 -1.5 -0.6
N -1.328 2.187 -0.514 1.1 -1.2 -0.5
N 0.609 0.100 1.150 -1.9 -1.0 1.6
N -0.076 -1.115 -0.615 -0.2 -0.8 1.0
O 0.008 3.620 -1.678 0.5 -0.9 -0.4
O -2.458 0.460 0.523 1.1 0.0 -0.4
H 1.359 1.198 -1.929 0.0 -0.8 -0.7
H 1.718 1.568 -0.334 1.4 1.1 1.3
H -1.068 -0.627 2.479 1.6 -0.5 -1.5
H 0.492 -1.572 2.546 -0.5 0.6 -0.9
H -0.012 -2.703 0.690 0.2 -2.5 -0.2
H -1.682 -1.902 0.561 -0.7 -0.6 -0.1
H 1.495 1.921 1.610 0.1 0.7 -0.2
H 0.070 1.668 2.681 -0.2 -0.4 -0.9
H 1.509 0.685 2.768 0.4 0.1 0.8
H 1.772 -0.978 -1.475 0.4 0.6 -0.2
H 1.678 -1.302 0.241 1.0 -1.2 -0.3
H 1.412 -2.542 -1.212 -0.4 -1.5 0.6
H -0.380 -1.787 -2.619 1.7 -0.6 -0.8
H -1.704 -1.874 -1.705 -0.2 0.3 0.6
H -1.184 -0.365 -2.289 -0.1 1.5 0.0
H -2.132 2.783 -0.557 -0.2 0.5 0.0
```
Forces are in eV/Å.

Kohn-Sham gap (hartree): 0.3880
Total charge: +1
Total energy (hartree): -666.9858
Structure (SMILES): CN1CC[N+](C)(C)[C@]12CC(=O)NC2=O
Multiplicity: 1



This record from the Open Molecules 2025 dataset describes a cluster of 2 separate species, C9H16N4S in total. The level of theory is ωB97M-V/def2-TZVPD.

Geometry as XYZ:
```
30
Properties=species:S:1:pos:R:3:forces:R:3
C 4.328 -1.162 0.280 0.7 -1.4 -1.3
C 2.591 0.909 -0.207 -1.3 -0.6 -1.4
C 0.995 -0.414 -0.419 2.1 1.9 -0.5
C -0.718 1.460 -0.219 0.5 -3.0 0.9
C -1.221 -0.541 -1.571 -2.7 0.1 3.2
C -1.944 1.018 0.671 0.6 -0.9 2.2
C -2.425 -1.097 -0.679 1.1 -0.9 -2.6
C 4.597 -0.070 1.105 1.4 4.4 1.3
C 3.193 0.747 1.160 0.7 0.1 2.3
N 3.996 -2.023 -0.400 -0.1 -0.2 -0.1
N -0.201 0.060 -0.744 -1.4 4.6 0.5
N 1.284 -1.662 -0.599 0.8 -1.3 -0.3
N -2.996 0.140 -0.121 0.2 2.1 0.2
S 2.912 1.714 -1.562 -0.6 -1.3 2.3
H -0.909 2.194 -0.987 -0.4 -0.3 -0.7
H 0.092 1.908 0.372 -0.5 -0.3 0.3
H -0.694 -1.177 -2.106 1.7 -4.0 -2.6
H -1.780 -0.001 -2.316 0.6 1.6 -0.2
H -1.556 0.255 1.499 -0.8 1.9 -1.6
H -2.453 1.908 1.167 0.4 -1.3 -0.8
H -3.222 -1.608 -1.338 1.2 0.8 1.1
H -2.074 -1.805 0.093 -0.4 0.7 0.0
H 5.032 -0.387 2.086 -1.0 0.2 -0.5
H 5.412 0.761 0.812 -1.6 -2.3 -0.3
H 2.552 0.186 1.934 0.5 1.0 -1.5
H 3.427 1.780 1.604 -0.4 -1.4 -0.8
H 2.263 -2.121 -0.647 -1.2 1.2 0.4
H 0.523 -2.263 -0.863 -0.1 -0.5 -0.1
H -3.833 -0.164 0.382 0.1 0.7 0.7
H -3.322 0.843 -0.832 0.0 -1.3 0.2
```
Forces are in eV/Å.

Kohn-Sham gap (hartree): 0.3133
Total charge: +2
Total energy (hartree): -968.9972
Multiplicity: 1



Question: What is the formula in the second record?
Answer: C9H16N2O3



Question: What is the formula in the first record?
Answer: C9H16N2O3